[1]
Entry from the Open Molecules 2025 dataset: one molecule with the formula C8H18N2O at a distorted geometry (ωB97M-V with the def2-TZVPD basis set).

For the HOMO-LUMO gap, the calculation gives 0.403 Ha. The calculation puts the relative energy (zero: lowest compared OMol25 entry of this formula, charge and spin) at 720.2 kJ/mol. The highest occupied orbital energy is -9.88 eV.

Atoms and positions in Å:
C  2.60  -1.72  -0.88
C  2.28  -0.19  -0.71
C  1.93  0.45  0.70
C  1.30  1.84  0.82
N  -0.12  1.82  0.72
O  -0.58  2.80  -0.15
N  -0.49  1.63  -0.91
C  -1.80  1.08  -0.88
C  -2.00  -0.41  -1.04
C  -2.59  -1.10  0.24
C  -1.62  -0.97  1.36
H  3.44  -1.92  -0.29
H  1.71  -2.19  -0.40
H  2.62  -1.86  -1.87
H  1.44  0.22  -1.29
H  3.15  0.18  -1.13
H  1.24  -0.32  1.37
H  2.93  0.41  1.33
H  1.79  2.62  0.02
H  1.63  2.15  1.75
H  -2.39  1.29  -0.04
H  -2.42  1.46  -1.62
H  -1.08  -0.83  -1.21
H  -2.61  -0.65  -1.93
H  -3.43  -0.59  0.60
H  -2.97  -2.16  0.19
H  -0.75  -1.65  1.29
H  -1.08  -0.12  1.54
H  -2.10  -1.26  2.42



[2]
Entry from the Open Molecules 2025 dataset: a 9-piece molecular cluster, C30H60Cl6O6 overall at a distorted geometry (ωB97M-V with the def2-TZVPD basis set).

For the HOMO-LUMO gap, the calculation gives 0.349 Ha. The calculation puts the relative energy (zero: lowest compared OMol25 entry of this formula, charge and spin) at 0.0 kJ/mol. The highest occupied orbital energy is -9.25 eV.

Atoms and positions in Å:
C  -12.49  -9.84  -15.43
C  -11.18  -9.22  -15.11
C  -10.24  -10.37  -15.38
O  -10.93  -11.52  -14.76
C  -12.36  -11.22  -14.76
H  -12.51  -9.79  -16.52
H  -13.34  -9.27  -15.05
H  -11.15  -8.92  -14.06
H  -10.87  -8.36  -15.71
H  -9.25  -10.13  -15.01
H  -10.15  -10.51  -16.45
H  -12.64  -11.15  -13.71
H  -12.89  -12.01  -15.29
C  -11.01  -2.60  -21.34
C  -10.65  -1.90  -22.65
C  -12.04  -1.52  -23.15
O  -12.84  -2.68  -22.77
C  -12.24  -3.37  -21.76
H  -11.16  -1.94  -20.49
H  -10.26  -3.30  -20.98
H  -10.16  -2.64  -23.27
H  -9.99  -1.05  -22.47
H  -12.18  -1.20  -24.18
H  -12.32  -0.63  -22.60
H  -12.01  -4.36  -22.15
H  -12.90  -3.49  -20.90
C  -9.52  -7.03  -18.89
C  -9.45  -8.30  -19.68
C  -10.90  -8.83  -19.44
O  -11.76  -7.68  -19.29
C  -10.94  -6.49  -19.16
H  -8.70  -6.34  -19.11
H  -9.48  -7.29  -17.84
H  -8.74  -8.97  -19.19
H  -9.28  -8.12  -20.74
H  -10.81  -9.48  -18.57
H  -11.20  -9.35  -20.34
H  -11.34  -5.80  -18.42
H  -10.97  -6.00  -20.13
C  -3.88  -7.43  -20.67
C  -4.21  -8.39  -19.58
C  -5.36  -7.68  -18.83
O  -5.92  -6.79  -19.78
C  -4.89  -6.30  -20.63
H  -4.06  -7.93  -21.62
H  -2.83  -7.12  -20.69
H  -3.36  -8.64  -18.93
H  -4.52  -9.38  -19.93
H  -5.00  -7.12  -17.96
H  -6.10  -8.40  -18.48
H  -4.33  -5.46  -20.22
H  -5.25  -6.01  -21.62
C  -7.13  -3.11  -19.82
C  -6.01  -2.79  -18.85
C  -5.09  -1.84  -19.61
O  -5.72  -1.61  -20.85
C  -6.41  -2.80  -21.13
H  -7.91  -2.39  -19.57
H  -7.52  -4.12  -19.71
H  -5.47  -3.68  -18.52
H  -6.28  -2.38  -17.88
H  -4.07  -2.20  -19.69
H  -5.03  -0.90  -19.06
H  -5.74  -3.58  -21.48
H  -7.11  -2.64  -21.96
C  -7.90  -11.91  -21.37
C  -7.88  -12.88  -20.18
C  -7.46  -12.11  -18.96
O  -6.46  -11.29  -19.59
C  -6.91  -10.87  -20.87
H  -8.86  -11.42  -21.46
H  -7.63  -12.34  -22.34
H  -7.15  -13.66  -20.39
H  -8.81  -13.45  -20.15
H  -6.96  -12.67  -18.16
H  -8.24  -11.56  -18.43
H  -6.08  -10.75  -21.57
H  -7.44  -9.92  -20.85
Cl  -6.60  -3.54  -15.36
C  -6.38  -5.30  -15.72
C  -7.46  -6.15  -15.04
Cl  -7.23  -7.87  -15.42
H  -5.41  -5.65  -15.39
H  -6.33  -5.44  -16.80
H  -8.41  -6.01  -15.54
H  -7.46  -6.07  -13.95
Cl  -16.70  -6.31  -16.47
C  -14.98  -5.79  -16.50
C  -14.29  -6.18  -17.85
Cl  -14.88  -5.27  -19.23
H  -14.52  -6.49  -15.80
H  -14.77  -4.79  -16.12
H  -14.52  -7.23  -18.06
H  -13.21  -6.19  -17.73
Cl  -11.38  -5.51  -15.66
C  -11.69  -3.78  -15.53
C  -10.54  -2.95  -16.07
Cl  -10.26  -3.34  -17.81
H  -11.92  -3.56  -14.49
H  -12.58  -3.57  -16.13
H  -9.70  -3.30  -15.48
H  -10.55  -1.87  -15.96



[3]
Entry from the Open Molecules 2025 dataset: C24H29ClIrN7O2S as an isolated structure (ωB97M-V with the def2-TZVPD basis set).

For the HOMO-LUMO gap (alpha / beta), the calculation gives 0.234 / 0.178 Ha. The calculation puts the relative energy (zero: lowest compared OMol25 entry of this formula, charge and spin) at 0.0 kJ/mol. The highest occupied orbital energy (alpha / beta) is -10.30 / -10.28 eV. As for the multiplicity: 2. Its total charge is +1.

Atoms and positions in Å:
Ir  0.33  0.00  0.29
C  -3.53  0.73  -1.40
C  -2.31  0.56  -0.55
N  -1.24  -0.05  -0.95
N  -1.21  -0.70  -2.15
C  -0.03  -1.21  -2.41
N  0.17  -1.86  -3.55
S  1.39  -1.05  -1.33
C  -2.29  0.98  0.86
C  -3.36  1.57  1.50
C  -3.29  1.78  2.87
C  -2.16  1.39  3.57
C  -1.11  0.83  2.86
N  -1.17  0.65  1.55
H  -3.42  0.19  -2.34
H  -3.67  1.79  -1.62
H  -4.41  0.38  -0.88
H  -0.57  -1.91  -4.24
H  1.08  -2.21  -3.79
H  -4.24  1.85  0.94
H  -4.12  2.25  3.39
H  -2.08  1.53  4.63
H  -0.17  0.54  3.33
C  1.85  3.72  -3.96
N  1.69  2.40  -3.40
C  2.89  1.98  -2.67
C  0.46  2.15  -2.65
C  0.41  2.75  -1.26
C  0.32  4.14  -1.21
C  0.48  4.86  -0.04
C  0.77  4.16  1.13
C  0.80  2.78  1.11
C  0.58  2.03  -0.06
H  2.64  3.70  -4.71
H  2.12  4.49  -3.22
H  0.93  4.03  -4.45
H  3.75  2.09  -3.32
H  2.81  0.94  -2.38
H  3.07  2.57  -1.76
H  0.35  1.07  -2.60
H  -0.37  2.52  -3.25
H  0.12  4.67  -2.13
H  0.41  5.94  -0.04
H  0.95  4.69  2.05
H  1.01  2.27  2.04
Cl  5.50  0.05  2.47
C  3.86  0.70  2.59
C  3.03  0.35  1.36
O  1.76  0.19  1.70
O  3.47  0.26  0.24
H  3.93  1.79  2.65
H  3.39  0.32  3.49
N  -2.24  -2.20  1.04
C  -1.07  -2.66  1.61
C  -1.11  -3.72  2.52
C  0.07  -4.20  3.04
C  1.28  -3.64  2.62
C  1.23  -2.58  1.75
N  0.08  -2.06  1.28
H  -3.03  -2.81  1.16
H  -2.14  -1.88  0.08
H  -2.06  -4.15  2.79
H  0.06  -5.02  3.74
H  2.23  -4.01  2.96
H  2.14  -2.11  1.40



[4]
Entry from the Open Molecules 2025 dataset: a 14-piece molecular cluster, C14H56O19 overall at a distorted geometry (ωB97M-V with the def2-TZVPD basis set).

For the HOMO-LUMO gap, the calculation gives 0.371 Ha. The highest occupied orbital energy is -10.04 eV.

Atoms and positions in Å:
C  -1.96  3.80  -1.27
C  -1.59  2.47  -1.82
O  -0.27  2.11  -1.55
O  -1.24  4.81  -2.06
H  -1.85  3.97  -0.17
H  -3.02  4.04  -1.49
H  -1.80  2.59  -2.89
H  -2.27  1.72  -1.44
H  0.23  2.86  -1.20
H  -0.38  4.91  -1.59
C  3.24  2.84  -2.73
C  2.05  2.82  -3.55
O  1.37  1.54  -3.38
O  2.89  3.12  -1.37
H  4.03  3.55  -3.17
H  3.70  1.84  -2.75
H  2.23  2.98  -4.64
H  1.37  3.59  -3.24
H  0.92  1.65  -2.52
H  3.16  2.33  -0.87
C  5.16  -1.13  -0.98
C  3.79  -0.53  -1.00
O  3.72  0.77  -0.36
O  5.67  -1.20  0.30
H  5.86  -0.53  -1.60
H  5.11  -2.12  -1.41
H  3.13  -1.21  -0.41
H  3.41  -0.41  -2.03
H  3.97  0.68  0.52
H  5.28  -1.86  0.85
C  -1.27  -0.75  0.66
C  0.06  -1.27  0.14
O  1.03  -1.33  1.21
O  -1.08  0.30  1.64
H  -1.85  -1.53  1.16
H  -1.91  -0.35  -0.12
H  0.56  -0.68  -0.59
H  -0.13  -2.27  -0.28
H  0.59  -0.81  1.89
H  -1.28  1.17  1.29
C  0.34  -1.10  -4.66
C  0.46  -2.23  -3.68
O  -0.77  -2.61  -3.18
O  -0.64  -0.15  -4.17
H  -0.03  -1.48  -5.61
H  1.34  -0.63  -4.82
H  1.14  -1.90  -2.88
H  0.90  -3.06  -4.22
H  -1.31  -1.80  -3.28
H  -0.19  0.67  -3.92
O  -1.08  1.89  4.18
H  -1.81  1.70  4.78
H  -0.88  1.08  3.68
O  -4.91  -1.86  0.79
H  -4.58  -2.79  0.73
H  -5.59  -1.65  0.12
O  -3.68  -3.61  -0.94
H  -3.11  -4.26  -1.28
H  -3.80  -2.95  -1.63
O  1.03  4.81  -0.13
H  0.58  4.32  0.57
H  1.79  4.32  -0.44
O  -4.30  -0.49  3.09
H  -3.50  -0.09  2.67
H  -4.70  -1.12  2.43
C  -4.52  1.25  5.95
O  -3.20  0.85  5.65
H  -4.54  1.81  6.87
H  -4.93  1.87  5.12
H  -5.04  0.30  6.02
H  -3.39  0.15  5.00
C  1.56  2.54  2.14
O  0.25  2.93  1.70
H  1.87  3.12  3.03
H  1.62  1.47  2.26
H  2.27  2.82  1.36
H  -0.29  3.03  2.52
C  1.95  -4.76  -0.38
O  2.54  -3.48  -0.11
H  2.52  -5.29  -1.18
H  1.96  -5.41  0.49
H  0.91  -4.63  -0.74
H  1.93  -3.02  0.50
C  -0.97  -3.85  2.93
O  -1.68  -5.15  3.02
H  -0.72  -3.77  1.87
H  -1.57  -3.02  3.26
H  0.03  -3.91  3.38
H  -1.86  -5.32  3.95



[5]
Entry from the Open Molecules 2025 dataset: a 4-piece molecular cluster, C25H36ClN3O5S4 overall at a distorted geometry (ωB97M-V with the def2-TZVPD basis set).

For the HOMO-LUMO gap, the calculation gives 0.255 Ha. The highest occupied orbital energy is -7.92 eV.

Atoms and positions in Å:
C  2.46  -2.25  1.49
C  1.37  -1.21  0.94
C  1.57  -0.21  -0.22
C  3.02  -0.24  -0.94
C  3.89  1.04  -1.14
C  5.28  1.09  -1.82
C  5.89  -0.25  -2.33
C  5.07  -1.58  -2.13
C  3.65  -1.59  -1.45
C  0.45  0.82  -0.69
C  0.63  1.85  -1.90
C  -0.21  1.27  -3.16
O  -0.67  2.00  -4.08
Cl  -0.53  -0.54  -3.31
C  -0.94  0.87  0.04
C  -2.12  1.89  -0.31
C  -3.13  1.37  -1.44
O  -3.25  2.12  -2.47
N  -3.91  0.12  -1.29
C  -4.23  -0.52  -2.60
C  -5.18  0.58  -0.57
C  -1.14  -0.19  1.22
N  -2.42  -0.21  1.91
S  -2.13  -1.48  3.04
N  -0.52  -2.02  2.76
C  -0.03  -1.21  1.67
H  3.42  -1.62  1.68
H  2.74  -3.07  0.74
H  2.09  -2.68  2.49
H  3.43  2.03  -0.77
H  5.79  2.12  -1.92
H  6.91  -0.20  -2.84
H  5.59  -2.53  -2.50
H  3.09  -2.60  -1.32
H  1.71  1.97  -2.27
H  0.27  2.91  -1.60
H  -1.62  2.86  -0.69
H  -2.69  2.11  0.67
H  -3.57  -0.19  -3.47
H  -5.35  -0.38  -2.89
H  -4.05  -1.66  -2.47
H  -4.83  0.96  0.47
H  -5.91  -0.27  -0.39
H  -5.66  1.49  -1.08
C  7.90  5.12  0.66
S  6.64  5.80  -0.44
O  5.48  4.86  -0.43
C  7.56  5.52  -1.97
H  7.52  5.16  1.69
H  8.11  4.08  0.40
H  8.81  5.72  0.60
H  7.79  4.46  -2.07
H  8.48  6.10  -1.95
H  6.95  5.84  -2.81
C  -9.06  0.04  1.38
S  -8.46  1.64  1.96
O  -7.08  1.81  1.43
C  -8.32  1.16  3.70
H  -9.19  0.09  0.30
H  -8.34  -0.75  1.62
H  -10.03  -0.18  1.85
H  -7.64  0.31  3.79
H  -9.30  0.91  4.09
H  -7.92  2.01  4.25
C  0.05  -6.90  0.84
S  0.67  -5.31  1.42
O  2.05  -5.14  0.89
C  0.81  -5.80  3.16
H  -0.08  -6.84  -0.25
H  0.76  -7.69  1.07
H  -0.91  -7.12  1.30
H  1.48  -6.65  3.25
H  -0.17  -6.05  3.55
H  1.22  -4.95  3.72



[6]
Entry from the Open Molecules 2025 dataset: a 3-piece molecular cluster, C3H11NO2 overall at a distorted geometry (ωB97M-V with the def2-TZVPD basis set).

For the HOMO-LUMO gap, the calculation gives 0.135 Ha. The calculation puts the relative energy (zero: lowest compared OMol25 entry of this formula, charge and spin) at 852.7 kJ/mol. The highest occupied orbital energy is -7.69 eV.

Atoms and positions in Å:
C  0.70  -0.32  0.22
N  0.09  0.78  -0.47
C  -2.72  0.60  -0.50
O  -3.06  -0.42  0.49
C  1.61  -1.19  -0.61
H  -0.01  -0.89  0.84
H  1.36  0.22  0.99
H  -0.94  0.80  -0.39
H  -2.63  1.47  0.16
H  -3.65  0.62  -1.09
H  -2.91  -1.15  -0.14
H  1.33  -1.28  -1.67
H  1.67  -2.21  -0.26
H  2.61  -0.74  -0.54
H  3.26  1.32  1.83
H  0.42  1.64  -0.05
O  2.87  0.74  1.17



[7]
Entry from the Open Molecules 2025 dataset: a 3-piece molecular cluster, C5H15NO3 overall at a distorted geometry (ωB97M-V with the def2-TZVPD basis set).

For the HOMO-LUMO gap (alpha / beta), the calculation gives 0.319 / 0.136 Ha. The calculation puts the relative energy (zero: lowest compared OMol25 entry of this formula, charge and spin) at 291.4 kJ/mol. The highest occupied orbital energy (alpha / beta) is -12.67 / -12.67 eV. As for the multiplicity: 2. Its total charge is +1.

Atoms and positions in Å:
C  -0.87  0.68  -1.36
O  -1.38  0.42  -2.66
H  -1.68  0.71  -0.63
H  -0.15  -0.04  -0.98
H  -0.28  1.60  -1.35
H  -0.72  0.70  -3.30
C  2.49  2.33  -3.21
O  1.52  1.53  -3.81
H  3.51  2.13  -3.54
H  2.38  3.34  -3.61
H  2.35  2.36  -2.13
H  1.88  1.40  -4.69
C  -0.86  -2.87  2.09
O  -0.22  -3.81  2.60
N  -0.77  -1.64  2.53
C  -1.61  -0.52  1.98
C  0.14  -1.20  3.61
H  -1.45  -3.02  1.17
H  -2.29  -0.29  2.80
H  -2.12  -0.81  1.06
H  -0.96  0.33  1.77
H  -0.15  -0.26  4.08
H  0.08  -1.98  4.37
H  1.15  -1.11  3.22



[8]
Entry from the Open Molecules 2025 dataset: C22H27FeN3O2 as an isolated structure (ωB97M-V with the def2-TZVPD basis set).

For the HOMO-LUMO gap (alpha / beta), the calculation gives 0.218 / 0.250 Ha. The highest occupied orbital energy (alpha / beta) is -2.80 / -3.66 eV. As for the multiplicity: 6. Its total charge is -1.

Atoms and positions in Å:
Fe  0.04  0.16  0.76
C  -0.97  -2.70  -1.42
N  0.19  -1.87  -1.63
C  1.42  -2.59  -1.35
C  1.70  -2.68  0.16
C  2.67  -1.62  0.64
N  2.18  -0.27  0.37
C  3.07  0.65  0.31
C  2.85  2.07  0.13
C  3.99  2.89  0.15
C  3.91  4.25  -0.03
C  2.65  4.83  -0.23
C  1.52  4.05  -0.26
C  1.56  2.64  -0.08
O  0.48  1.96  -0.14
C  0.15  -1.14  -2.89
C  -0.12  0.35  -2.72
C  -1.49  0.70  -2.15
N  -1.67  0.25  -0.77
C  -2.84  0.36  -0.28
C  -3.27  -0.21  0.98
C  -4.59  0.04  1.40
C  -5.13  -0.54  2.52
C  -4.32  -1.42  3.26
C  -3.03  -1.70  2.88
C  -2.44  -1.10  1.73
O  -1.23  -1.38  1.40
H  -1.00  -3.55  -2.14
H  -1.88  -2.11  -1.54
H  -0.99  -3.09  -0.41
H  2.25  -2.05  -1.82
H  1.40  -3.60  -1.80
H  2.11  -3.66  0.41
H  0.75  -2.58  0.70
H  3.64  -1.77  0.15
H  2.82  -1.72  1.72
H  4.13  0.37  0.41
H  4.95  2.42  0.31
H  4.80  4.87  0.00
H  2.57  5.90  -0.37
H  0.54  4.49  -0.42
H  -0.59  -1.59  -3.56
H  1.12  -1.24  -3.40
H  -0.03  0.84  -3.70
H  0.64  0.78  -2.07
H  -2.26  0.22  -2.77
H  -1.65  1.78  -2.22
H  -3.64  0.85  -0.86
H  -5.19  0.71  0.79
H  -6.14  -0.32  2.83
H  -4.72  -1.89  4.15
H  -2.41  -2.37  3.46
C  0.41  0.68  2.73
H  1.04  1.51  3.06
H  0.07  0.14  3.63